i:
# C5H14N

A cluster of 2 separate species, C5H14N in total (ωB97M-V/def2-TZVPD, the Open Molecules 2025 dataset).

Geometry as ORCA input:
```
! wB97M-V def2-TZVPD RIJCOSX def2/J DEFGRID3
* xyz 1 1
N -0.846 0.665 0.451
C 1.866 0.242 0.131
C 0.846 -0.156 -0.968
C -1.643 -0.496 -1.612
C 1.802 -0.662 1.350
C -0.589 -0.378 -0.402
H -1.810 0.606 0.834
H -0.632 -1.432 -0.050
H 1.759 1.266 0.497
H 0.841 -0.472 1.858
H -1.262 -1.319 -2.216
H -5.659 4.288 4.148
H 1.928 -1.713 1.074
H 1.149 -1.097 -1.426
H -2.606 -0.901 -1.271
H -5.469 4.007 4.795
H 0.760 0.746 -1.577
H -1.765 0.509 -1.997
H 2.821 0.154 -0.397
H 2.524 -0.493 2.158
*
```

The HOMO-LUMO gap is 6.49 eV. The HOMO energy is -15.561 eV.


ii:
# C5H14N

The ion C5H14N with charge +1 (ωB97M-V/def2-TZVPD, the Open Molecules 2025 dataset).

Geometry as ORCA input:
```
! wB97M-V def2-TZVPD RIJCOSX def2/J DEFGRID3
* xyz 1 1
N -1.723 0.437 1.394
C 1.427 -1.394 -1.141
C 1.293 -0.747 0.228
C -1.563 0.237 -0.112
C 0.940 0.738 0.148
C -0.370 1.024 -0.582
H -0.812 0.516 1.857
H -2.258 1.279 1.613
H -1.348 -0.824 -0.255
H 1.863 -0.716 -1.871
H -0.559 2.102 -0.688
H -2.476 0.609 -0.549
H 0.515 -1.835 -1.549
H 2.186 -0.870 0.832
H 0.931 1.223 1.131
H 0.543 -1.278 0.822
H -2.228 -0.334 1.836
H 1.742 1.265 -0.373
H -0.235 0.791 -1.651
H 2.131 -2.223 -1.090
*
```

The HOMO-LUMO gap is 11.55 eV. The HOMO energy is -15.227 eV.


Name the least stable of them. i.


i:
# C6H5N3O

A cluster of 2 separate species, C6H5N3O in total (ωB97M-V/def2-TZVPD, the Open Molecules 2025 dataset).

Geometry as ORCA input:
```
! wB97M-V def2-TZVPD RIJCOSX def2/J DEFGRID3
* xyz 0 1
O -0.996 3.714 -0.482
N 0.685 1.392 -0.441
N 0.741 -0.648 -1.262
N -1.910 -3.791 3.131
C 0.291 -1.936 0.793
C -1.179 -3.419 2.307
C -0.337 -2.776 1.416
C 0.916 0.521 0.580
C 0.739 -0.775 0.115
C 0.737 0.665 -1.548
H -0.392 2.942 -0.462
H -1.554 3.628 -1.270
H 1.028 0.842 1.612
H 0.602 1.042 -2.559
H 0.631 -1.401 -1.931
*
```

The HOMO-LUMO gap is 9.06 eV. The HOMO energy is -9.368 eV.


ii:
# C6H5N3O

An isolated molecule of C6H5N3O (ωB97M-V/def2-TZVPD, the Open Molecules 2025 dataset).

Geometry as ORCA input:
```
! wB97M-V def2-TZVPD RIJCOSX def2/J DEFGRID3
* xyz 0 1
O 2.767 1.397 -0.954
N -0.758 -0.370 2.137
N -0.762 -0.031 0.758
N -2.669 0.649 1.650
C 1.935 -0.894 -1.736
C 0.354 -0.542 0.115
C -1.964 0.542 0.559
C 2.251 0.445 -1.363
C 0.731 -0.094 -1.261
C -1.907 0.104 2.567
H -2.320 0.211 3.546
H 0.212 0.459 -1.987
H -2.229 0.997 -0.455
H 2.245 -1.532 -0.883
H 2.112 -1.342 -2.692
*
```

The HOMO-LUMO gap is 8.44 eV. The HOMO energy is -8.943 eV.


Name the least stable of them. ii.